The following is a DFT calculation (ωB97M-V with the def2-TZVPD basis set) of C24H29CrNO2PSe2 as an isolated structure in a non-equilibrium geometry.

Properties
- 2S+1: 4
- Total charge: +2
- LUMO (alpha / beta): -6.61 / -6.76 eV
- Maximum force: 1.54 eV Å⁻¹

Atoms and positions in Å:
Cr1 0.2737 -0.3507 -1.6708
O1 2.4263 -0.3451 -3.0446
N1 2.2022 -0.2581 -1.6760
C1 3.2067 -0.2041 -0.8897
C2 3.1459 -0.1787 0.5547
C3 4.3912 -0.1956 1.1972
C4 4.4950 -0.2914 2.5701
C5 3.3421 -0.4057 3.3302
C6 2.0996 -0.3649 2.7139
C7 1.9708 -0.2270 1.3366
P1 0.2662 -0.0418 0.6839
C8 -0.6250 -1.4756 1.3461
C9 -1.9856 -1.3693 1.6390
C10 -2.6848 -2.4748 2.0958
C11 -2.0344 -3.6904 2.2605
C12 -0.6842 -3.8029 1.9606
C13 0.0206 -2.7039 1.4957
C14 -0.4504 1.3936 1.5478
C15 -0.8398 1.3102 2.8867
C16 -1.3380 2.4292 3.5317
C17 -1.4625 3.6360 2.8561
C18 -1.1001 3.7217 1.5212
C19 -0.5977 2.6036 0.8734
H1 3.3155 -0.6841 -3.2268
H2 4.1993 -0.2105 -1.3369
H3 5.2912 -0.1406 0.5959
H4 5.4664 -0.2947 3.0445
H5 3.4026 -0.5279 4.4034
H6 1.2108 -0.4515 3.3210
H7 -2.4863 -0.4141 1.5398
H8 -3.7355 -2.3828 2.3381
H9 -2.5809 -4.5485 2.6282
H10 -0.1773 -4.7495 2.0943
H11 1.0750 -2.7968 1.2642
H12 -0.7964 0.3718 3.4216
H13 -1.6390 2.3534 4.5680
H14 -1.8482 4.5078 3.3675
H15 -1.1991 4.6551 0.9834
H16 -0.3075 2.6828 -0.1627
C20 -3.5176 0.2714 -1.1819
Se1 -2.2239 -0.4285 -2.4576
C21 -2.2128 1.1050 -3.6889
C22 -1.5898 2.3445 -3.0837
Se2 0.2922 2.0811 -2.5688
C23 1.0445 2.1177 -4.3583
H17 -4.4377 0.4962 -1.7151
H18 -3.1426 1.1535 -0.6685
H19 -3.7049 -0.5254 -0.4671
H20 -3.2473 1.2941 -3.9757
H21 -1.6784 0.7664 -4.5750
H22 -2.1145 2.6721 -2.1880
H23 -1.5889 3.1696 -3.7961
H24 0.8149 3.0910 -4.7832
H25 0.6441 1.3178 -4.9740
H26 2.1197 2.0046 -4.2643
C24 0.2707 -3.4524 -1.8373
O2 0.1592 -2.0674 -2.0091
H27 1.3175 -3.7644 -1.7557
H28 -0.1797 -3.9685 -2.6871
H29 -0.2528 -3.7629 -0.9281

---

The following is a DFT calculation (ωB97M-V with the def2-TZVPD basis set) of a 3-piece molecular cluster, C24H29F16N4O8S3 overall in a non-equilibrium geometry.

Properties
- Total charge: +1
- LUMO: -4.87 eV
- ΔE to the lowest compared entry with this formula, charge and spin: 22.1 kcal/mol
- Maximum force: 3.30 eV Å⁻¹

Atoms and positions in Å:
C1 -3.6967 2.5323 4.0774
C2 -3.6248 1.0599 3.6282
O1 -4.5540 0.5974 3.0920
O2 -2.4604 0.3427 3.8697
C3 -2.6995 -0.9262 4.4646
N1 -2.1480 -2.0306 3.6233
C4 -0.8171 -2.4935 4.1057
C5 0.2524 -2.1236 3.0563
S1 1.5828 -0.9568 3.4745
C6 0.8434 0.5047 4.2898
C7 0.4910 1.6888 3.3596
O3 -0.4501 2.3258 3.6375
O4 1.2550 2.0485 2.2862
C8 0.8594 1.4477 1.0552
C9 -0.2354 2.2459 0.3004
C10 -1.6835 1.9460 0.8269
O5 -0.1955 2.0738 -1.1267
C11 -0.2911 0.7530 -1.5322
O6 0.6995 0.1536 -1.7020
C12 -1.6197 0.0449 -1.8315
S2 -1.3850 -1.7636 -2.1312
N2 -0.6239 -1.7516 1.9038
N3 -0.2727 -2.6524 0.8468
C13 0.7495 -2.3214 0.2545
S3 2.2283 -2.1245 -0.1514
C14 -1.9289 -1.7440 2.3022
N4 -2.9581 -1.4248 1.4884
H1 -3.1590 3.1483 3.3429
H2 -4.7533 2.8098 4.1815
H3 -3.2375 2.6401 5.0732
H4 -2.1571 -0.9293 5.4227
H5 -3.7588 -1.1331 4.6755
H6 -0.5816 -2.4408 5.1748
H7 -0.9072 -3.5915 3.9520
H8 0.7763 -3.0810 2.9297
H9 -0.0778 0.1851 4.7996
H10 1.5406 0.9025 5.0486
H11 0.4995 0.4105 1.1953
H12 1.7563 1.3674 0.4174
H13 -0.0545 3.3174 0.4936
H14 -1.9763 2.7041 1.5684
H15 -2.4113 1.9184 0.0066
H16 -1.6220 0.9795 1.3699
H17 -2.1333 0.4545 -2.7161
H18 -2.3467 0.1174 -1.0080
H19 -2.3692 -2.3151 -1.3626
H20 -3.4500 -2.1895 1.0462
H21 -3.1732 -0.4576 1.2811
C15 4.6698 -4.8698 -1.8833
C16 5.9630 -4.0391 -1.8410
C17 6.8719 -4.1362 -3.0661
F1 7.3102 -5.3934 -3.2739
F2 7.9674 -3.3606 -2.8823
F3 6.6425 -4.3384 -0.7132
F4 5.5836 -2.7306 -1.7213
O7 4.6839 -6.1230 -1.2168
C18 5.1862 -7.2249 -1.9008
C19 6.4581 -7.7779 -1.2555
F5 7.4243 -6.8397 -1.1969
F6 6.9376 -8.8083 -1.9868
F7 5.3557 -6.9267 -3.2020
F8 4.2273 -8.1735 -1.8483
H22 3.9309 -4.2874 -1.3331
H23 4.2664 -4.9546 -2.8935
H24 6.3557 -3.7872 -3.9652
H25 6.2544 -8.1279 -0.2406
C20 -3.8182 5.8749 -2.2540
C21 -3.1089 7.0940 -2.8669
C22 -3.1721 7.2178 -4.3889
F9 -2.5939 6.1668 -5.0081
F10 -2.5027 8.3260 -4.7842
F11 -1.8286 7.1228 -2.4342
F12 -3.7112 8.1996 -2.3474
O8 -3.0062 4.7487 -1.9339
C23 -2.7195 3.8407 -2.9394
C24 -1.2287 3.8031 -3.2777
F13 -0.7871 5.0152 -3.6683
F14 -1.0003 2.9423 -4.3031
F15 -3.4881 4.0770 -4.0156
F16 -3.0920 2.6202 -2.4660
H26 -4.1988 6.2075 -1.2884
H27 -4.7046 5.5861 -2.8201
H28 -4.2070 7.3060 -4.7318
H29 -0.6416 3.4814 -2.4119

---

The following is a DFT calculation (ωB97M-V with the def2-TZVPD basis set) of a 3-piece molecular cluster, C24H29F16N4O8S3 overall in a non-equilibrium geometry.

Properties
- Total charge: +1
- LUMO: -4.65 eV
- ΔE to the lowest compared entry with this formula, charge and spin: 0.0 kcal/mol
- Maximum force: 2.79 eV Å⁻¹

Atoms and positions in Å:
C1 1.1628 4.2423 -3.9679
C2 2.2406 3.3748 -3.3672
O1 3.1082 3.8489 -2.6990
O2 2.1660 2.0134 -3.6219
C3 3.3763 1.4322 -4.0489
N1 3.8040 0.3198 -3.1458
C4 3.4529 -1.0275 -3.6664
C5 2.3980 -1.6322 -2.7380
S1 0.7379 -1.9960 -3.3475
C6 0.1465 -0.5350 -4.2572
C7 -0.7449 0.4769 -3.5207
O3 -0.6705 1.6270 -3.8408
O4 -1.6813 0.0716 -2.6132
C8 -1.3523 0.1089 -1.2262
C9 -1.6920 1.4775 -0.6120
C10 -0.5869 2.5358 -0.8365
O5 -2.0511 1.4057 0.7816
C11 -1.1224 0.8404 1.6322
O6 -1.1859 -0.3291 1.8664
C12 -0.0817 1.6860 2.3384
S2 1.1200 0.6548 3.2538
N2 2.5015 -0.6933 -1.5858
N3 2.8750 -1.4635 -0.4272
C13 1.9515 -2.0875 0.0997
S3 0.9014 -3.1224 0.4817
C14 3.3028 0.3313 -1.9014
N4 3.5652 1.3565 -1.0569
H1 0.2681 4.1631 -3.3596
H2 1.5429 5.2518 -4.0240
H3 0.9459 3.9174 -4.9835
H4 3.1837 0.9968 -5.0228
H5 4.1901 2.1432 -4.1497
H6 3.3966 -1.1850 -4.7357
H7 4.3467 -1.6034 -3.4042
H8 2.8062 -2.6116 -2.5309
H9 1.0090 -0.0036 -4.6407
H10 -0.4470 -0.8764 -5.1018
H11 -0.3053 -0.1350 -1.0301
H12 -1.9329 -0.6613 -0.7275
H13 -2.5754 1.8462 -1.1250
H14 -0.8206 3.1293 -1.7126
H15 -0.4766 3.1788 0.0283
H16 0.3344 1.9959 -1.0649
H17 -0.5286 2.3688 3.0521
H18 0.4969 2.3049 1.6609
H19 2.2740 1.2359 2.8760
H20 4.4151 1.3117 -0.5194
H21 2.9006 2.1001 -0.9284
C15 1.5011 -6.5516 2.5708
C16 0.0679 -7.0942 2.4172
C17 -0.5647 -7.7785 3.6321
F1 0.1213 -8.8707 4.0112
F2 -1.8162 -8.1792 3.3107
F3 0.0148 -7.9016 1.3385
F4 -0.7187 -6.0120 2.1323
O7 2.5738 -7.3390 2.0725
C18 3.1437 -8.3335 2.8500
C19 2.9423 -9.7260 2.2454
F5 1.6349 -10.0076 2.0977
F6 3.4769 -10.6534 3.0679
F7 2.7105 -8.2594 4.1201
F8 4.4698 -8.0863 2.8784
H22 1.5252 -5.6612 1.9443
H23 1.6987 -6.1993 3.5832
H24 -0.6309 -7.0866 4.4769
H25 3.4261 -9.7899 1.2682
C20 -3.7426 6.5228 0.9902
C21 -5.2809 6.6057 0.9991
C22 -5.9629 6.9097 2.3360
F9 -5.7120 5.9621 3.2598
F10 -7.3012 6.9474 2.1517
F11 -5.7863 5.4780 0.4550
F12 -5.6122 7.6253 0.1604
O8 -3.1401 5.2294 1.0386
C23 -2.9149 4.5961 2.2416
C24 -3.7256 3.3041 2.3737
F13 -5.0441 3.5512 2.2783
F14 -3.4987 2.7428 3.5889
F15 -3.1044 5.4307 3.2742
F16 -1.5938 4.2620 2.2561
H26 -3.4451 6.9060 0.0154
H27 -3.2938 7.2017 1.7147
H28 -5.6413 7.8806 2.7239
H29 -3.4420 2.5900 1.5950

---

The following is a DFT calculation (ωB97M-V with the def2-TZVPD basis set) of C24H29IrN4O5S as an isolated structure.

Properties
- 2S+1: 5
- Total charge: +2
- LUMO (alpha / beta): -5.89 / -8.13 eV
- ΔE to the lowest compared entry with this formula, charge and spin: 0.6 kcal/mol
- Maximum force: 0.82 eV Å⁻¹

Atoms and positions in Å:
Ir1 0.3112 -0.8700 0.2008
C1 -2.0433 2.6941 3.8088
N1 -1.5766 2.3337 2.4875
C2 -1.7992 3.3310 1.4549
C3 -0.8465 1.2677 2.1989
O1 -0.3384 1.1336 1.0687
C4 -0.6808 0.1922 3.2756
O2 0.2143 -0.8268 2.8436
C5 -0.0758 -2.1341 3.3270
C6 -0.8027 -2.9261 2.2266
O3 -1.0178 -2.3425 1.1465
N2 -1.1919 -4.1711 2.4245
C7 -1.8936 -4.8708 1.3615
C8 -1.0060 -4.9206 3.6437
H1 -2.9511 3.2866 3.7089
H2 -1.2967 3.3051 4.3223
H3 -2.2717 1.8232 4.4152
H4 -2.8503 3.6196 1.4582
H5 -1.5345 2.9065 0.4881
H6 -1.1843 4.2137 1.6360
H7 -1.6758 -0.2237 3.4762
H8 -0.2759 0.6384 4.1933
H9 -0.6720 -2.0869 4.2436
H10 0.8879 -2.6023 3.5539
H11 -2.1286 -4.1720 0.5605
H12 -2.8151 -5.2978 1.7563
H13 -1.2727 -5.6751 0.9627
H14 -0.2715 -4.4559 4.2934
H15 -0.6660 -5.9261 3.3930
H16 -1.9545 -5.0062 4.1789
C9 -2.8042 4.6691 -3.7418
C10 -2.2474 3.3146 -3.4792
C11 -2.5942 2.6021 -2.3299
C12 -2.0507 1.3553 -2.0803
C13 -1.1710 0.8146 -3.0009
C14 -0.8071 1.4982 -4.1501
C15 -1.3470 2.7466 -4.3852
S1 -0.4607 -0.7703 -2.6854
O4 -1.1862 -1.4442 -1.6148
O5 -0.1508 -1.4819 -3.8785
N3 0.9252 -0.3862 -1.8322
C16 2.2022 -0.4436 -2.1837
C17 2.6989 -0.4778 -3.4970
C18 4.0677 -0.4763 -3.7171
C19 4.9695 -0.4373 -2.6724
C20 4.5200 -0.4620 -1.3311
C21 5.3753 -0.4998 -0.2134
C22 4.8308 -0.5805 1.0451
C23 3.4405 -0.6478 1.1869
N4 2.6148 -0.6033 0.1590
C24 3.1272 -0.4875 -1.0811
H17 -3.5725 4.9350 -3.0217
H18 -3.2234 4.7190 -4.7453
H19 -2.0073 5.4120 -3.6964
H20 -3.3042 3.0318 -1.6394
H21 -2.3091 0.7781 -1.2063
H22 -0.1322 1.0358 -4.8503
H23 -1.0778 3.2902 -5.2779
H24 2.0004 -0.5163 -4.3180
H25 4.4311 -0.4987 -4.7333
H26 6.0300 -0.4011 -2.8676
H27 6.4444 -0.4809 -0.3578
H28 5.4573 -0.6094 1.9220
H29 2.9917 -0.7336 2.1643

---

The following is a DFT calculation (ωB97M-V with the def2-TZVPD basis set) of C24H29N2O2PdSSi as an isolated structure in a non-equilibrium geometry.

Properties
- 2S+1: 5
- Total charge: +3
- LUMO (alpha / beta): -9.74 / -12.30 eV
- Maximum force: 4.71 eV Å⁻¹

Atoms and positions in Å:
Pd1 -0.8483 0.7773 -1.6549
C1 -1.1337 0.7982 0.3968
Si1 0.0719 -0.1935 1.4608
C2 0.7475 -1.6749 0.3171
N1 1.2110 -1.2310 -0.9406
C3 0.7980 -1.9266 -2.1278
C4 1.7100 -3.1798 -2.3108
C5 3.1610 -2.8275 -1.9911
C6 3.3976 -1.3246 -2.0806
C7 2.5031 -0.6130 -1.0376
C8 -0.7155 -1.0144 3.0191
C9 -1.8548 -0.4264 3.5545
C10 -2.5235 -1.0524 4.5955
C11 -2.0034 -2.2138 5.1456
C12 -0.8617 -2.7970 4.6209
C13 -0.1898 -2.1730 3.5793
C14 1.5267 0.6734 2.3592
C15 1.3757 2.0111 2.7209
C16 2.4277 2.6888 3.3128
C17 3.6022 2.0170 3.6151
C18 3.7531 0.6786 3.2798
C19 2.7041 -0.0009 2.6831
H1 -1.1380 1.8625 0.6747
H2 -2.1382 0.4184 0.5980
H3 -0.0667 -2.3865 0.1816
H4 1.5455 -2.1558 0.8871
H5 0.9373 -1.2841 -3.0051
H6 -0.2484 -2.2495 -2.0528
H7 1.6012 -3.5114 -3.3437
H8 1.3684 -3.9844 -1.6627
H9 3.8273 -3.3264 -2.6958
H10 3.4357 -3.1803 -0.9973
H11 3.1767 -0.9699 -3.0864
H12 4.4370 -1.0728 -1.8706
H13 2.3849 0.4276 -1.3803
H14 2.9738 -0.5913 -0.0523
H15 -2.2442 0.4958 3.1572
H16 -3.4325 -0.6128 4.9767
H17 -2.4620 -2.6358 6.0309
H18 -0.4716 -3.7182 5.0273
H19 0.7218 -2.6189 3.2159
H20 0.4520 2.5319 2.5293
H21 2.3131 3.7346 3.5565
H22 4.3845 2.5246 4.1658
H23 4.6723 0.1577 3.5056
H24 2.8271 -1.0532 2.4753
O1 -0.1669 1.0528 -3.5145
O2 0.6385 1.3967 -2.5567
S1 -3.1555 0.5233 -2.0846
C20 -3.5533 1.8424 -3.1664
N2 -4.2812 2.8646 -2.6618
C21 -4.7358 3.8761 -3.4135
C22 -4.4903 3.8956 -4.7702
C23 -3.7460 2.8603 -5.3347
C24 -3.2692 1.8336 -4.5306
H25 -4.5178 2.8447 -1.6699
H26 -5.3019 4.6540 -2.9199
H27 -4.8811 4.6935 -5.3808
H28 -3.5583 2.8436 -6.3978
H29 -2.6969 1.0211 -4.9509

---

The following is a DFT calculation (ωB97M-V with the def2-TZVPD basis set) of an isolated molecule of C24H29N3O2S2.

Properties
- Total charge: 0
- Structure (SMILES): Cc1ccc(S(=O)(=O)N[C@H](C)[C@@H](c2cccs2)N2CCN(c3ccccc3)CC2)cc1
- LUMO: 0.61 eV
- Maximum force: 0.95 eV Å⁻¹

Atoms and positions in Å:
C1 8.1821 -0.4755 0.1216
C2 6.6968 -0.6262 0.0071
C3 6.0027 -1.4950 0.8431
C4 4.6326 -1.6475 0.7218
C5 3.9564 -0.9305 -0.2442
C6 4.6230 -0.0631 -1.0866
C7 5.9921 0.0866 -0.9591
H1 6.5234 0.7608 -1.6149
H2 4.0611 0.4701 -1.8370
S1 2.1836 -1.0738 -0.3602
O1 1.7701 -2.3540 0.1397
O2 1.7741 -0.6840 -1.6843
N1 1.7088 0.0747 0.7599
H3 1.0736 -0.3533 1.4217
C8 1.1845 1.3298 0.2577
C9 2.0758 2.4887 0.6993
H4 2.1190 2.5367 1.7845
H5 3.0842 2.3474 0.3196
H6 1.6794 3.4261 0.3172
H7 1.1971 1.2697 -0.8349
C10 -0.2661 1.5355 0.7573
C11 -0.9877 2.5717 -0.0494
C12 -1.0930 2.7022 -1.4011
C13 -1.9315 3.7707 -1.7931
C14 -2.4596 4.4374 -0.7372
S2 -1.9435 3.7729 0.7617
H8 -3.1230 5.2789 -0.7388
H9 -2.1291 4.0261 -2.8188
H10 -0.5876 2.0633 -2.1025
N2 -0.9518 0.2499 0.8260
C15 -2.1136 0.2332 1.6950
C16 -2.5011 -1.2327 1.9294
N3 -2.8079 -1.9132 0.6944
C17 -4.0963 -1.9056 0.1782
C18 -5.1433 -1.1777 0.7535
C19 -6.4285 -1.2574 0.2503
C20 -6.7150 -2.0553 -0.8419
C21 -5.6906 -2.7885 -1.4187
C22 -4.4078 -2.7218 -0.9174
H11 -3.6387 -3.3296 -1.3686
H12 -5.8955 -3.4291 -2.2646
H13 -7.7187 -2.1096 -1.2352
H14 -7.2128 -0.6777 0.7166
H15 -4.9661 -0.5294 1.5977
C23 -1.6699 -1.8358 -0.1991
C24 -1.2766 -0.3736 -0.4461
H16 -0.4043 -0.3519 -1.0973
H17 -2.1139 0.1437 -0.9475
H18 -1.8949 -2.3054 -1.1536
H19 -0.8227 -2.3592 0.2555
H20 -3.3381 -1.3111 2.6227
H21 -1.6395 -1.7459 2.3716
H22 -1.8570 0.7059 2.6468
H23 -2.9648 0.7781 1.2527
H24 -0.2043 1.8909 1.7950
H25 4.0768 -2.3217 1.3531
H26 6.5408 -2.0558 1.5932
H27 8.5336 -0.7993 1.0976
H28 8.4798 0.5582 -0.0385
H29 8.6743 -1.0854 -0.6362

---

The following is a DFT calculation (ωB97M-V with the def2-TZVPD basis set) of an isolated molecule of C24H29N3O5.

Properties
- Total charge: 0
- Structure (SMILES): CCc1cc(=O)oc2c3c(cc(OCC(=O)NCCCn4ccnc4)c12)OC(C)(C)CC3
- LUMO: 0.11 eV
- ΔE to the lowest compared entry with this formula, charge and spin: 21.1 kcal/mol
- Maximum force: 1.00 eV Å⁻¹

Atoms and positions in Å:
C1 0.7194 3.1299 -0.7079
H1 0.6964 2.1792 -1.2364
H2 1.7522 3.4441 -0.5672
H3 0.2234 3.8708 -1.3314
C2 -0.0003 3.0233 0.6398
C3 -1.4368 2.6450 0.4219
C4 -2.3454 3.6482 0.3481
C5 -3.7468 3.4349 0.0956
O1 -4.5924 4.2899 -0.0023
O2 -4.1331 2.1280 -0.0424
C6 -3.2647 1.0968 0.0349
C7 -3.8522 -0.1603 -0.1179
C8 -3.0391 -1.2812 -0.0340
C9 -1.6617 -1.1305 0.1620
C10 -1.0785 0.1107 0.2952
C11 -1.8824 1.2832 0.2508
O3 0.2689 0.2592 0.4683
C12 1.0570 -0.8999 0.6351
C13 2.5263 -0.5474 0.8878
O4 3.2989 -1.3878 1.2969
N1 2.8560 0.7181 0.5958
H4 2.1374 1.3229 0.2307
C14 4.1879 1.2589 0.7376
H5 4.1283 2.2024 1.2884
C15 4.8483 1.4930 -0.6237
H6 5.7371 2.1109 -0.4868
H7 4.1555 2.0301 -1.2751
C16 5.2561 0.1764 -1.2997
N2 6.4098 -0.4042 -0.6720
C17 7.7057 -0.0833 -0.9084
N3 8.5253 -0.7426 -0.1401
C18 7.7384 -1.5291 0.6411
C19 6.4239 -1.3349 0.3305
H8 5.5239 -1.7650 0.7202
H9 8.1684 -2.1837 1.3720
H10 8.0017 0.6272 -1.6553
H11 4.4316 -0.5391 -1.2456
H12 5.4909 0.3634 -2.3522
H13 4.7723 0.5447 1.3220
H14 0.7109 -1.4983 1.4862
H15 1.0267 -1.5308 -0.2648
H16 -1.0859 -2.0387 0.2022
O5 -3.4802 -2.5458 -0.1476
C20 -4.8987 -2.7682 -0.1361
C21 -5.0982 -4.1414 -0.7770
H17 -6.1481 -4.4171 -0.7509
H18 -4.5205 -4.8863 -0.2369
H19 -4.7600 -4.1268 -1.8098
C22 -5.3808 -2.7881 1.3173
H20 -5.0982 -1.8717 1.8290
H21 -4.9256 -3.6240 1.8429
H22 -6.4611 -2.8961 1.3526
C23 -5.6053 -1.6832 -0.9565
C24 -5.3223 -0.2952 -0.3914
H23 -5.6300 0.4755 -1.0999
H24 -5.8916 -0.1247 0.5260
H25 -6.6768 -1.8801 -0.9727
H26 -5.2324 -1.7365 -1.9822
H27 -2.0513 4.6782 0.4749
H28 0.0321 3.9978 1.1307
H29 0.4896 2.2993 1.2876